[1]
Here is a molecular structure, C18H21B2BeF8N3O at a distorted geometry from the OMol25 dataset. Energies are from wB97M-V/def2-TZVPD.

Element x y z (Å)
Be 0.462830 -0.525760 -0.336846
B 1.526570 1.818410 -1.801896
F 1.606470 2.049620 -3.170706
F 2.192250 0.660820 -1.523086
F 2.064970 2.866340 -1.082656
F 0.213090 1.703950 -1.321346
B 0.041120 -2.837680 1.494334
F 1.189590 -3.486500 1.851274
F -0.040680 -2.784750 0.152804
F -1.068910 -3.456200 2.039814
F 0.038100 -1.551470 1.906874
N -0.119180 -1.343150 -2.831736
C -1.216920 -2.046110 -3.204916
C -1.474380 -2.374440 -4.531876
C -0.604770 -1.986680 -5.555346
C 0.537690 -1.338580 -5.138096
C 0.780300 -1.075180 -3.833416
H -1.901330 -2.396130 -2.446316
H -2.439500 -2.778700 -4.799286
H -0.841750 -2.092090 -6.603736
H 1.289580 -1.133660 -5.885806
H 1.632170 -0.507350 -3.489486
N -2.192170 -0.253450 -0.315616
C -2.971700 -1.278870 0.155024
C -4.319740 -1.237380 0.448154
C -4.944660 -0.006940 0.407664
C -4.200550 1.170600 0.093124
C -2.829690 0.999550 -0.301276
H -2.445320 -2.217780 0.243244
H -4.806690 -2.159320 0.729774
H -5.975540 0.075300 0.718984
H -4.710140 2.106310 0.269654
H -2.230020 1.842790 -0.610706
N 2.558370 -0.196860 1.141654
C 3.104990 1.067210 1.279064
C 4.206960 1.426030 2.036974
C 4.922300 0.429220 2.685664
C 4.450730 -0.879220 2.577874
C 3.281890 -1.126970 1.830534
H 2.551500 1.854600 0.789114
H 4.495150 2.466730 2.053964
H 5.807140 0.654170 3.262604
H 4.935110 -1.664280 3.139534
H 3.076800 -2.172620 1.654624
C -0.023810 3.302730 1.934744
C -0.517450 1.949160 2.209094
O -0.186590 1.050550 1.433144
C -1.244990 1.694320 3.464434
H 0.628180 3.610960 2.752044
H -0.799490 4.053110 1.781934
H 0.629860 3.304440 1.062504
H -1.092220 2.438290 4.246274
H -0.754570 0.781710 3.803174
H -2.270950 1.531210 3.134454

Atoms 1-2, force components in eV/Å:
Be -0.61 0.63 0.65
B -0.04 2.28 -1.00

Summary:
* DFT total energy: -1801.79347 hartree
* total charge: 0
* M: 478.0 g/mol
* relative energy (zero: lowest compared OMol25 entry of this formula, charge and spin): 0.0 kcal per mole
* orbital gap: 9.0 eV

---

[2]
Here is a single C18H21BrN2O4 molecule from the OMol25 dataset. Energies are from wB97M-V/def2-TZVPD.

Element x y z (Å)
C 2.407004 0.831818 0.395443
O 1.547805 -0.261923 0.171987
C 0.410637 -0.042370 -0.558803
C -0.024141 1.199295 -0.987615
C -1.196733 1.329647 -1.724790
C -1.620483 2.697580 -2.187235
N -0.491566 3.403542 -2.788225
C 0.035242 2.797391 -3.995283
C -0.902141 2.776130 -5.216453
O -1.954375 1.845389 -5.115896
C -1.935298 0.200813 -2.032557
C -1.512859 -1.048382 -1.607191
C -0.348161 -1.185327 -0.873384
O 0.165920 -2.409127 -0.492459
C -0.693301 -3.300078 0.181520
C -0.691821 -3.110643 1.706672
O -1.527867 -3.646086 2.400319
N 0.329580 -2.331234 2.132050
C 0.674426 -1.978553 3.433511
C -0.066107 -2.374931 4.545595
C 0.332487 -1.996351 5.813460
C 1.468307 -1.221912 5.972780
Br 2.016384 -0.699922 7.722320
C 2.216808 -0.819144 4.879334
C 1.817567 -1.199686 3.614366
H 1.946405 1.572827 1.056533
H 3.295707 0.421758 0.873648
H 2.696394 1.310813 -0.543770
H 0.533268 2.095221 -0.769596
H -2.479922 2.604946 -2.865167
H -1.934416 3.286619 -1.318553
H -0.764228 4.361908 -2.983632
H 0.936161 3.354337 -4.268110
H 0.327855 1.770614 -3.751052
H -0.302911 2.574188 -6.116889
H -1.384540 3.750194 -5.337410
H -1.580460 0.972791 -4.948577
H -2.841296 0.289328 -2.612809
H -2.086978 -1.924332 -1.868884
H -1.729058 -3.238549 -0.164889
H -0.323103 -4.309709 -0.026197
H 0.924991 -1.951100 1.397836
H -0.947433 -2.979454 4.411833
H -0.240100 -2.304184 6.674631
H 3.102028 -0.217438 5.017361
H 2.394321 -0.896715 2.754228

Atoms 1-2, force components in eV/Å:
C 0.16 0.24 0.08
O -0.35 -0.27 -0.23

Summary:
* DFT total energy: -3682.98503 hartree
* total charge: 0
* M: 409.3 g/mol
* relative energy (zero: lowest compared OMol25 entry of this formula, charge and spin): 1.9 kcal per mole
* orbital gap: 9.0 eV

---

[3]
Here is a molecular structure, C18H21CaCl3GeN8O7SbSe4 from the OMol25 dataset. Energies are from wB97M-V/def2-TZVPD.

Element x y z (Å)
Ca 0.965629 0.012324 -0.046956
C 3.755953 -0.536050 3.391108
O 2.981894 -1.426766 4.192736
C 1.643485 -1.148333 4.313190
C 1.089564 -1.238154 5.564256
C -0.285706 -1.051714 5.773501
C -1.077970 -0.743558 4.696062
C -0.539075 -0.611913 3.405107
C -1.462594 -0.240302 2.357345
N -1.106945 0.194492 1.207308
N -2.208081 0.447869 0.316157
C -1.894348 1.555894 -0.500582
O -0.752062 1.957660 -0.665954
C -3.070227 2.180633 -1.164063
C -4.369052 1.917670 -0.741365
C -5.437264 2.531374 -1.376155
C -5.210695 3.416458 -2.419067
C -3.912245 3.690872 -2.833391
C -2.843797 3.075000 -2.206690
C 0.846431 -0.860609 3.154146
O 1.364284 -0.904304 1.986669
H 3.799174 -0.870381 2.357651
H 4.758844 -0.527483 3.818759
H 3.345596 0.475644 3.416121
H 1.750535 -1.474326 6.390530
H -0.706380 -1.148455 6.765938
H -2.145213 -0.594484 4.822891
H -2.529926 -0.326708 2.568375
H -4.536868 1.233702 0.081268
H -6.446722 2.298160 -1.065165
H -6.048512 3.887837 -2.918485
H -3.735956 4.378596 -3.651205
H -1.824644 3.273796 -2.511994
N 0.862501 0.564875 -3.702513
N 2.118568 1.177627 -3.770024
C 2.775641 1.739635 -2.750443
N 3.943529 2.353360 -3.020668
N 2.192216 1.657587 -1.550639
N 2.624456 2.443892 -0.537890
O 2.288711 2.034926 0.574810
O 3.220828 3.479812 -0.708785
H 0.898219 -0.293981 -3.137580
H 0.197143 1.216280 -3.302785
H 2.661883 0.925513 -4.579760
H 4.438909 1.946231 -3.801563
H 4.546556 2.488507 -2.216252
N -0.019144 -3.704382 0.222789
C 0.836860 -3.810055 -0.959067
C 0.405513 -2.661609 -1.867751
O -0.608846 -2.801931 -2.551498
O 1.094734 -1.579418 -1.770473
H 0.261530 -4.336530 0.959072
H -0.986593 -3.888096 -0.021094
H 0.740254 -4.757719 -1.502110
H 1.873583 -3.663769 -0.657143
Se -4.002723 -4.285248 -0.058295
Sb -4.544283 -1.909149 -0.607945
Se -5.228094 -1.343769 1.646256
Se -5.843171 -1.573580 -2.599056
Se -2.135577 -0.972632 -0.974217
Cl 6.142717 -2.412317 -0.497606
Ge 4.473426 -0.932020 -0.961752
Cl 5.719979 1.002464 -0.507884
Cl 4.893578 -0.928935 -3.266150

Atoms 1-2, force components in eV/Å:
Ca 0.20 -0.48 0.28
C 0.03 0.01 0.00

Summary:
* DFT total energy: -15644.66143 hartree
* 2S+1: 2
* total charge: -2
* M: 1118.1 g/mol
* relative energy (zero: lowest compared OMol25 entry of this formula, charge and spin): 9.7 kcal per mole
* orbital gap (spin up / spin down): 6.7 / 5.3 eV

---

[4]
Here is a single C18H21F3O5 molecule from the OMol25 dataset. Energies are from wB97M-V/def2-TZVPD.

Element x y z (Å)
C 2.790263 -1.797819 1.821615
C 2.647627 -0.338350 1.404349
O 1.418920 -0.040829 0.756177
C 0.324851 0.188048 1.582510
O -0.089944 -0.969870 2.276081
C -0.766921 -1.889766 1.531263
C -0.814680 -3.219621 2.188422
O -0.193751 -3.524253 3.172034
O -1.628161 -4.079929 1.554115
C -1.313513 -1.641748 0.337537
C -1.241835 -0.297150 -0.310399
C -0.331010 -0.283909 -1.519863
C -0.411011 0.784698 -2.406776
C 0.418604 0.854057 -3.508518
C 1.344111 -0.157346 -3.730974
C 2.226695 -0.099747 -4.942624
F 3.383049 -0.762522 -4.784470
F 2.553649 1.155196 -5.292477
F 1.634449 -0.642529 -6.028291
C 1.426240 -1.235708 -2.861462
C 0.589732 -1.293688 -1.762621
C -0.805525 0.768130 0.718522
C -1.973463 1.222561 1.601541
C -1.768803 2.614706 2.203805
C -2.009453 3.723843 1.174026
O -3.297867 3.672257 0.610327
H 2.055771 -2.063017 2.577616
H 3.785723 -1.958330 2.227267
H 2.655248 -2.444621 0.957813
H 2.766255 0.317994 2.277637
H 3.409837 -0.084179 0.662399
H 0.598310 0.885016 2.394635
H -1.616681 -4.933858 2.015830
H -1.816787 -2.434347 -0.190235
H -2.245700 -0.032517 -0.665085
H -1.132519 1.570248 -2.235642
H 0.355211 1.686781 -4.192279
H 2.146127 -2.019165 -3.042784
H 0.660561 -2.127785 -1.082909
H -0.388967 1.622592 0.181620
H -2.886719 1.253232 1.003480
H -2.120011 0.494203 2.401397
H -0.760982 2.719908 2.605826
H -2.472986 2.748052 3.029573
H -1.832894 4.702330 1.643295
H -1.322761 3.623098 0.331128
H -3.948287 3.765648 1.315569

Atoms 1-2, force components in eV/Å:
C -0.19 0.32 -0.05
C 0.25 -0.16 0.10

Summary:
* DFT total energy: -1374.32694 hartree
* total charge: 0
* M: 374.4 g/mol
* relative energy (zero: lowest compared OMol25 entry of this formula, charge and spin): 3.1 kcal per mole
* orbital gap: 9.9 eV

---

[5]
Here is a single C18H21FN4O2 molecule at a distorted geometry from the OMol25 dataset. Energies are from wB97M-V/def2-TZVPD.

Element x y z (Å)
C -3.058439 3.018979 -2.282811
C -2.287730 1.721978 -2.007187
C -1.024761 1.644908 -2.875184
C -3.217521 0.548044 -2.326462
C -1.873309 1.642038 -0.544437
N -2.071076 2.613890 0.315976
N -1.543124 2.217672 1.495940
C -1.448503 3.099586 2.682711
C -0.070127 3.792064 2.759458
O 0.681415 3.330159 3.910015
C -0.975651 0.943766 1.384477
C -1.207267 0.498086 0.114319
N -0.771147 -0.669721 -0.523636
C -0.569592 -1.829313 0.092520
C 0.001633 -2.936521 -0.739954
C 0.649490 -2.602495 -1.948453
C 1.173493 -3.565451 -2.845174
C 1.066376 -4.903255 -2.509652
F 1.591902 -5.797974 -3.382583
C 0.423520 -5.293981 -1.319105
C -0.164710 -4.327946 -0.483487
C -0.878275 -2.050318 1.537723
N -0.091430 -1.171189 2.407464
C -0.252132 0.197647 2.417043
O 0.144340 0.667320 3.466820
H -3.320768 3.097964 -3.340180
H -3.930901 3.120558 -1.667389
H -2.464366 3.863338 -2.046973
H -0.425802 2.538308 -2.772175
H -0.401695 0.779232 -2.572728
H -1.206180 1.503552 -3.939976
H -3.725257 0.790982 -3.259199
H -2.643856 -0.393979 -2.448024
H -3.990958 0.459804 -1.534102
H -2.149031 3.897941 2.542632
H -1.697170 2.545060 3.588748
H -0.205539 4.897735 2.805319
H 0.435788 3.600724 1.827445
H 0.646713 2.306542 3.923305
H 0.820052 -1.556574 -2.225250
H 1.691244 -3.320085 -3.787937
H 0.438826 -6.350059 -1.023571
H -0.672981 -4.744883 0.364691
H -1.917441 -1.839127 1.663871
H -0.692343 -3.087322 1.823955
H 0.244574 -1.502367 3.300591

Atoms 1-2, force components in eV/Å:
C 0.33 -0.50 -0.31
C -0.21 0.06 0.19

Summary:
* DFT total energy: -1167.85318 hartree
* total charge: 0
* M: 344.4 g/mol
* relative energy (zero: lowest compared OMol25 entry of this formula, charge and spin): 42.8 kcal per mole
* orbital gap: 8.1 eV